--- P ---
{
  "formula": "C17H19NO",
  "method": "ωB97M-V/def2-TZVPD",
  "smiles": "Cc1c[nH]c2ccccc12.CCc1ccc(O)cc1",
  "homo_ev": -7.79,
  "gap_ha": 0.3155,
  "charge": 0,
  "e_lumo_ev": 0.80,
  "mol_weight_g_mol": 253.35,
  "symbols": ["C", "C", "C", "C", "C", "C", "C", "C", "O", "H", "H", "H", "H", "H", "H", "H", "H", "H", "H", "C", "C", "C", "C", "C", "C", "C", "C", "C", "N", "H", "H", "H", "H", "H", "H", "H", "H", "H"],
  "xyz": [[-3.2454, 1.3937, -1.3960], [-3.9946, 1.2541, -2.7274], [-2.9658, 0.1029, -0.6851], [-2.2183, -0.8945, -1.3519], [-3.4653, -0.1852, 0.5727], [-1.9266, -2.0625, -0.6879], [-3.1183, -1.3338, 1.2743], [-2.2961, -2.2590, 0.6396], [-1.9061, -3.4470, 1.1941], [-2.3116, 1.8963, -1.6388], [-3.7442, 2.0950, -0.7158], [-4.4038, 2.1686, -3.1459], [-1.9540, -0.6635, -2.3764], [-3.9228, 0.6591, 1.0821], [-1.3207, -2.8417, -1.1182], [-3.3016, -1.5381, 2.3225], [-2.0860, -3.4637, 2.1424], [-4.7330, 0.4477, -2.6948], [-3.2438, 0.8922, -3.4385], [3.1654, 1.7545, 3.0373], [2.5189, 0.7241, 0.7789], [3.3224, 1.6330, 1.5700], [2.8323, 0.9657, -0.5786], [4.1881, 2.2149, 0.7051], [1.2032, -1.1438, 0.0662], [1.4200, -0.8230, -1.2825], [1.7531, -0.4006, 1.0872], [2.1551, 0.3027, -1.6014], [3.8810, 1.8432, -0.5919], [0.6920, -2.0661, 0.3142], [0.7941, -1.2790, -2.0307], [1.4720, -0.6779, 2.0918], [2.4557, 0.6205, -2.6024], [3.0797, 0.8801, 3.6750], [2.1832, 2.2358, 3.2206], [4.9782, 2.9174, 0.8996], [4.3387, 2.2819, -1.3811], [3.7343, 2.5547, 3.5251]]
}

--- Q ---
{
  "formula": "C17H19NO",
  "method": "ωB97M-V/def2-TZVPD",
  "smiles": "Cc1c[nH]c2ccccc12.CCc1ccc(O)cc1",
  "homo_ev": -7.86,
  "gap_ha": 0.3101,
  "charge": 0,
  "e_lumo_ev": 0.58,
  "mol_weight_g_mol": 253.35,
  "symbols": ["C", "C", "C", "C", "C", "C", "C", "C", "O", "H", "H", "H", "H", "H", "H", "H", "H", "H", "H", "C", "C", "C", "C", "C", "C", "C", "C", "C", "N", "H", "H", "H", "H", "H", "H", "H", "H", "H"],
  "xyz": [[1.1057, -2.5141, -1.1785], [0.8322, -2.7401, 0.3331], [1.7276, -1.1734, -1.4222], [1.0115, 0.0083, -1.2258], [3.0116, -1.0685, -1.9451], [1.4854, 1.2442, -1.5447], [3.5457, 0.1977, -2.2691], [2.8514, 1.3372, -1.9506], [3.4640, 2.5354, -2.0975], [1.7529, -3.3231, -1.5160], [0.1236, -2.5169, -1.6604], [-0.0118, -2.1037, 0.6087], [0.0548, -0.1467, -0.7220], [3.5441, -1.9648, -2.2375], [1.1707, 2.2231, -1.1822], [4.4642, 0.2579, -2.8302], [2.9411, 3.2635, -1.7448], [1.6794, -2.3552, 0.9040], [0.6957, -3.7732, 0.6439], [0.0476, 0.8791, 3.1734], [-2.3091, 1.2175, 0.3152], [-1.7806, 0.4402, 1.3737], [-0.9771, 1.2832, 2.1701], [-1.0246, 2.5288, 1.5935], [-3.7619, -0.4960, -0.3725], [-3.2480, 0.7508, -0.6367], [-3.2944, -1.3085, 0.6757], [-2.3236, -0.8649, 1.5308], [-1.7720, 2.4826, 0.4254], [-4.6813, -0.8164, -0.8504], [-3.3734, 1.3701, -1.5128], [-3.6269, -2.3331, 0.7516], [-1.8651, -1.3877, 2.3652], [-1.9958, 3.3078, -0.0993], [-0.4282, 3.3555, 1.9431], [0.0575, 1.5421, 4.0323], [0.9949, 0.8040, 2.6246], [-0.0878, -0.1428, 3.5336]]
}

P (3.1 kcal/mol below the next structure)

--- P ---
{
  "formula": "C3H5N4",
  "method": "ωB97M-V/def2-TZVPD",
  "homo_ev": [-13.43, -13.43],
  "gap_ha": [0.1689, 0.1693],
  "charge": 1,
  "e_lumo_ev": [-8.83, -8.82],
  "mol_weight_g_mol": 97.10,
  "symbols": ["C", "C", "C", "N", "N", "N", "N", "H", "H", "H", "H", "H"],
  "xyz": [[2.5822, 0.3216, 0.2845], [2.1040, 1.3062, 1.1185], [-1.9485, -1.6621, -1.0206], [0.7927, 1.1872, 0.8721], [1.6898, -0.3292, -0.3900], [0.5878, 0.2062, -0.0288], [-1.8553, -0.4674, -0.7204], [2.5779, 1.9897, 1.7888], [-2.8407, -2.1390, -1.4466], [-1.0968, -2.3185, -0.8650], [0.0114, 1.7033, 1.2609], [-2.6044, 0.2021, -0.8533]]
}

--- Q ---
{
  "formula": "C3H5N4",
  "method": "ωB97M-V/def2-TZVPD",
  "homo_ev": -12.64,
  "gap_ha": 0.2649,
  "charge": 1,
  "e_lumo_ev": -5.44,
  "mol_weight_g_mol": 97.10,
  "symbols": ["C", "C", "C", "N", "N", "N", "N", "H", "H", "H", "H", "H"],
  "xyz": [[-0.2570, -1.6611, 0.2409], [-0.3955, -2.3103, -0.8535], [0.3365, 2.3611, -0.1191], [0.5340, 0.5924, 1.7204], [-0.0217, -1.1563, 1.3220], [-0.4310, -2.4308, -2.0921], [0.4604, 1.4276, 0.9389], [0.8105, 1.8740, -1.0275], [1.0628, 3.2056, 0.2635], [-0.7262, 2.6232, -0.3858], [-0.3161, -1.3580, 2.3118], [-1.0568, -3.1675, -2.3196]]
}

Q (39.7 kcal/mol below the next structure)

--- P ---
{
  "formula": "C2H9N3O",
  "method": "ωB97M-V/def2-TZVPD",
  "homo_ev": [-18.86, -18.88],
  "gap_ha": [0.3075, 0.3354],
  "charge": 2,
  "e_lumo_ev": [-10.49, -9.75],
  "mol_weight_g_mol": 91.11,
  "symbols": ["C", "C", "N", "N", "N", "O", "H", "H", "H", "H", "H", "H", "H", "H", "H"],
  "xyz": [[-1.0155, 0.3178, 0.0967], [1.4988, -0.2540, 0.7172], [-1.2931, 1.5278, -0.2793], [-1.7884, -0.6915, 0.3349], [2.4494, -0.2089, -0.4046], [-3.1308, -0.6083, 0.1403], [1.5040, 0.4178, 1.5072], [1.0707, -1.2463, 0.9084], [-0.6616, 2.1230, -0.8340], [-2.3047, 1.8948, -0.1356], [-1.4518, -1.5148, 0.7647], [3.3860, -0.6249, -0.1327], [2.7351, 0.7956, -0.7690], [2.2656, -0.9237, -1.2595], [-3.2639, -1.0043, -0.6548]]
}

--- Q ---
{
  "formula": "C2H9N3O",
  "method": "ωB97M-V/def2-TZVPD",
  "homo_ev": -17.36,
  "gap_ha": 0.3561,
  "charge": 2,
  "e_lumo_ev": -7.67,
  "mol_weight_g_mol": 91.11,
  "symbols": ["C", "C", "N", "N", "N", "O", "H", "H", "H", "H", "H", "H", "H", "H", "H"],
  "xyz": [[-1.1084, 1.3788, -0.2388], [-0.3871, 0.1610, -0.7379], [-0.4750, 2.5386, -0.1619], [-2.3150, 1.2099, 0.3022], [2.2079, -2.5708, 0.9511], [-0.4348, 0.1142, -1.9936], [-0.8508, 3.2506, 0.5361], [0.2466, 2.7235, -0.7260], [-2.8561, 2.0262, 0.6172], [1.2314, -2.4194, 0.9504], [-2.8174, 0.3198, 0.3469], [2.5025, -2.9090, 0.0369], [2.7933, -1.8521, 1.2515], [2.4314, -3.3304, 1.4185], [-0.1686, -0.6409, -2.5525]]
}

Q (99.3 kcal/mol below the next structure)

--- P ---
{
  "formula": "C3H8N3O",
  "method": "ωB97M-V/def2-TZVPD",
  "homo_ev": -12.66,
  "gap_ha": 0.3319,
  "charge": 1,
  "e_lumo_ev": -3.63,
  "mol_weight_g_mol": 102.12,
  "symbols": ["C", "C", "C", "N", "N", "N", "O", "H", "H", "H", "H", "H", "H", "H", "H"],
  "xyz": [[3.3597, -0.5594, -0.3064], [-1.7513, -1.1998, 0.1050], [-1.6838, 0.1837, -0.4917], [2.3852, 0.2007, -0.0621], [1.4723, 0.7933, 0.2323], [-1.1753, 1.1206, 0.6271], [-1.2464, -1.4671, 1.1943], [3.5504, -1.3627, -1.1126], [4.2379, -0.4458, 0.2981], [-2.2424, -1.8973, -0.5357], [-2.5965, 0.4632, -1.0415], [-0.9664, 0.1970, -1.3432], [-0.1873, 0.8475, 0.7587], [-1.8744, 1.1202, 1.4704], [-1.2816, 2.0059, 0.2073]]
}

--- Q ---
{
  "formula": "C3H8N3O",
  "method": "ωB97M-V/def2-TZVPD",
  "smiles": "C=[NH+][C@]1(O)CN1N",
  "homo_ev": -13.81,
  "gap_ha": 0.3080,
  "charge": 1,
  "e_lumo_ev": -5.43,
  "mol_weight_g_mol": 102.12,
  "symbols": ["C", "C", "C", "N", "N", "N", "O", "H", "H", "H", "H", "H", "H", "H", "H"],
  "xyz": [[-0.5478, 0.2824, -0.2528], [-0.1009, 0.3654, 1.1993], [1.3386, 1.3088, -1.2975], [0.0867, 1.0141, -1.3146], [0.1882, -0.8208, 0.4214], [-0.5106, -1.9539, 0.5877], [-1.8770, 0.2605, -0.4844], [0.7264, 1.0890, 1.5965], [-0.8501, 0.2677, 1.8703], [1.5886, 2.0966, -1.9312], [2.1500, 0.8816, -0.6504], [-0.6248, 1.5552, -1.8808], [-2.1188, -0.6764, -0.4019], [0.1554, -2.7290, 0.7267], [-1.1873, -1.9283, 1.3417]]
}

P (9.7 kcal/mol below the next structure)